DFT (ωB97M-V/def2-TZVPD) results for a molecular structure, C33H45N6O6OsSSi in a non-equilibrium geometry.

Each line ends with the Mulliken charge.
Positions of all 93 atoms, in Å:
Os (-0.82616, -0.09080, 0.97453)  0.0645
O (0.26057, 0.00384, 4.90644)  -0.6646
C (-0.04683, 0.18973, 3.74691)  -0.0295
N (-0.17645, -0.74304, 2.70927)  0.6045
C (0.44629, -2.04708, 2.70409)  -0.0239
C (1.04285, -2.54166, 3.82470)  -0.6779
C (1.72429, -3.74173, 3.73360)  -0.9065
C (1.70783, -4.43163, 2.55463)  -0.6194
C (1.06787, -3.98486, 1.42347)  -1.5670
C (0.41948, -2.70182, 1.44872)  0.6058
N (-0.31105, -1.96797, 0.46242)  0.5196
C (-0.88067, -2.67231, -0.55615)  0.2524
O (-0.39800, -3.75997, -0.87649)  -0.7455
C (-2.13422, -2.08338, -1.15011)  0.4761
C (-2.82682, -2.84649, -2.14508)  -0.8563
C (-4.17008, -2.44007, -2.38883)  -0.7219
C (-4.64657, -1.33655, -1.71223)  -0.8035
C (-3.83543, -0.59964, -0.80949)  -0.7038
N (-2.58848, -1.04274, -0.55992)  0.9528
C (-0.41600, 1.57503, 3.30181)  0.7146
C (-0.07327, 2.65992, 4.07869)  -0.7563
C (-0.16574, 3.95784, 3.56463)  -0.5755
C (-0.68856, 4.06279, 2.27588)  -0.8132
C (-0.99453, 2.91072, 1.53622)  -0.3163
N (-0.86312, 1.71251, 2.05218)  0.4736
H (0.99366, -2.07387, 4.75897)  0.6755
H (2.12232, -4.25319, 4.58987)  0.4116
H (2.32740, -5.37263, 2.50859)  0.3230
H (0.87180, -4.59704, 0.58434)  0.6532
H (-2.27715, -3.73417, -2.55860)  0.4521
H (-4.82113, -3.00561, -3.00216)  0.5194
H (-5.69519, -1.03223, -1.72364)  0.4598
H (-4.11537, 0.29666, -0.26166)  0.5316
H (0.17756, 2.39845, 5.07990)  0.6427
H (0.14721, 4.76369, 4.28389)  0.4057
H (-0.75593, 5.07960, 1.82724)  0.4820
H (-1.33149, 2.95449, 0.54889)  0.7141
S (-3.30983, -0.14517, 2.61085)  -0.3057
C (-3.97672, -1.69917, 2.32315)  0.2441
N (-5.26773, -1.99399, 1.93881)  -0.0801
C (-5.40641, -3.42251, 1.74214)  -0.7175
C (-4.01186, -3.86398, 1.49582)  -0.1840
N (-3.24728, -2.80109, 2.18275)  -0.0621
H (-6.05793, -1.32165, 2.15536)  0.2921
H (-5.93472, -3.62013, 0.81946)  0.3883
H (-5.85915, -3.86895, 2.62045)  0.3586
H (-3.73541, -3.81090, 0.50066)  -0.0279
H (-3.75331, -4.83283, 1.84909)  0.5101
H (-2.22748, -2.75240, 2.36045)  0.0635
C (3.95745, 1.29054, -0.33336)  -1.7359
C (3.00768, 0.52852, 0.59915)  1.5139
C (2.95199, 1.24510, 1.97379)  -1.0922
C (3.43892, -0.89663, 0.86267)  -1.5781
O (1.69835, 0.43018, 0.04371)  1.8556
Si (0.94144, 1.32508, -1.11568)  -1.8585
O (-0.60600, 0.82017, -0.76236)  -0.3413
O (1.45278, 0.97793, -2.57623)  0.2630
C (1.51722, 0.00041, -3.59909)  1.4382
C (1.94621, -1.38893, -3.00505)  -1.0145
C (2.55350, 0.28917, -4.72218)  -1.7831
C (0.04088, -0.06524, -4.19847)  -1.3490
O (0.95703, 2.91984, -0.89826)  0.0017
C (1.08075, 4.03476, -1.89940)  1.6157
C (0.25658, 3.77216, -3.22736)  -1.2661
C (0.57552, 5.30931, -1.17849)  -1.2288
C (2.56772, 4.08484, -2.11260)  -1.6048
H (4.98032, 1.21102, 0.07022)  0.4488
H (3.62919, 2.29434, -0.28854)  0.3659
H (3.99070, 0.82949, -1.28283)  0.3388
H (3.91158, 1.25543, 2.47647)  0.5001
H (2.25335, 0.59566, 2.55870)  0.1314
H (2.61732, 2.29872, 1.93090)  0.1455
H (4.43981, -1.03866, 1.29668)  0.3976
H (3.39867, -1.48946, 0.00052)  0.3742
H (2.98162, -1.33438, 1.70946)  0.2305
H (2.94161, -1.42548, -2.45715)  0.1415
H (1.91096, -2.16822, -3.80920)  0.5259
H (1.16532, -1.81901, -2.38200)  0.0461
H (3.54928, 0.44858, -4.33762)  0.4182
H (2.36965, 1.25337, -5.21448)  0.3324
H (2.52276, -0.56487, -5.43639)  0.4266
H (-0.66417, -0.58612, -3.58771)  0.0999
H (0.02173, -0.44732, -5.18056)  0.5433
H (-0.35583, 0.89231, -4.25387)  0.3385
H (-0.76125, 3.49544, -3.05392)  0.3791
H (0.59079, 2.84871, -3.78819)  -0.0279
H (0.26735, 4.64001, -3.91425)  0.4739
H (-0.52005, 5.40912, -1.23579)  0.3503
H (1.10489, 6.16861, -1.53823)  0.4443
H (0.84290, 5.08426, -0.10097)  0.0865
H (2.92396, 3.14863, -2.48697)  0.1361
H (3.06896, 4.13880, -1.12878)  0.3592
H (2.99752, 4.85178, -2.75080)  0.5243

Forces on atoms 1 to 6 (eV/Å):
-0.4 -0.1 -1.2
0.2 -0.2 -0.6
-0.9 -0.7 0.2
0.9 -0.2 0.9
-0.8 1.8 -0.8
0.8 -1.4 0.1

Values from the calculation:
Highest occupied orbital energy (spin up / spin down)   -10.235 / -10.733 eV
Kohn-Sham gap (spin up / spin down)   7.286 / 6.343 eV
Net charge   +1
ΔE to the lowest compared entry with this formula, charge and spin   25.2 kcal/mol
Strongest force on any atom   3.88 eV/Å
Calculated total energy   -77355.99549 eV
Multiplicity   5



DFT (ωB97M-V/def2-TZVPD) results for a molecular structure, C6H13BrNNbOP in a non-equilibrium geometry.

Each line ends with the Mulliken charge.
Positions of all 24 atoms, in Å:
C (0.02786, -0.22235, 2.00586)  -0.4570
C (-0.88844, 0.22783, 1.03325)  -0.0405
Nb (-2.30256, 1.93282, 1.69325)  -0.8040
P (-0.24150, 3.50422, 1.51106)  0.1936
O (0.72866, 2.79117, 0.28552)  -0.4523
Br (0.75819, 3.44684, 3.54703)  -0.2885
H (0.86752, -0.93908, 1.77256)  0.2140
H (-0.03468, 0.16230, 3.07088)  0.1050
H (-0.91876, -0.19321, -0.01430)  0.1974
H (-1.88336, 1.48868, 3.43525)  0.0307
H (-3.36935, 3.29336, 2.30760)  0.0087
H (-2.72095, 2.35044, -0.02920)  0.0195
H (-3.69034, 0.77514, 1.83373)  0.0014
H (1.67114, 2.76437, 0.53942)  0.2823
N (0.60059, -2.49269, -3.20416)  0.0108
C (1.36472, -3.29440, -2.39901)  -0.4668
C (1.92785, -2.50362, -1.42811)  -0.5171
C (1.48254, -1.17664, -1.65257)  -0.2319
C (0.66339, -1.20077, -2.75266)  -0.6348
H (0.07458, -2.80365, -4.00171)  0.1822
H (1.44220, -4.35398, -2.58658)  0.3679
H (2.58584, -2.84221, -0.64244)  0.3690
H (1.73289, -0.30157, -1.07231)  0.5138
H (0.12197, -0.41299, -3.25238)  0.3964

Forces on atoms 1 to 6 (eV/Å):
-1.2 0.6 -1.6
1.0 -0.5 2.0
0.1 -1.4 -0.4
0.3 0.2 -0.8
0.5 0.2 1.3
0.4 -0.2 -0.2

Values from the calculation:
Highest occupied orbital energy   -3.806 eV
Kohn-Sham gap   5.948 eV
Net charge   -1
Strongest force on any atom   2.26 eV/Å
Calculated total energy   -90845.77872 eV
Multiplicity   1



DFT (ωB97M-V/def2-TZVPD) results for a molecular structure, C36H71AsGe2N5OPdSSi3.

Each line ends with the Mulliken charge.
Positions of all 121 atoms, in Å:
Pd (-0.13959, -0.62190, -0.38520)  0.7178
C (4.44790, 1.18918, -2.15902)  -1.0934
Si (4.41064, 0.37317, -0.47957)  0.8464
C (5.12955, 1.51320, 0.81790)  -1.1926
C (5.25689, -1.28544, -0.56532)  -1.1041
As (2.13265, -0.00558, 0.22942)  -0.4155
Si (2.29874, -0.73573, 2.53261)  0.5035
C (2.03618, 0.77115, 3.59976)  -0.2676
C (1.09798, -2.11776, 2.93207)  -0.3168
C (4.00862, -1.44770, 2.80598)  -1.1384
Si (0.41841, -1.00479, -2.65608)  1.5924
C (-0.85635, -2.23573, -3.23993)  -1.1042
C (0.17076, 0.57051, -3.61052)  -0.7144
C (2.12534, -1.65106, -3.05315)  -0.5009
H (5.35016, 0.86645, -2.68531)  0.5835
H (4.49766, 2.27290, -2.06195)  0.2074
H (3.59298, 0.95170, -2.79188)  0.1842
H (6.20247, 1.33404, 0.92350)  0.4569
H (4.67696, 1.39612, 1.80190)  0.1660
H (4.99787, 2.55303, 0.51211)  0.3833
H (6.30701, -1.09634, -0.80885)  0.4925
H (4.84330, -1.90520, -1.36234)  0.2971
H (5.23273, -1.83972, 0.37137)  0.2858
H (1.17185, 1.35283, 3.27989)  -0.6429
H (2.90755, 1.42826, 3.58935)  0.3703
H (1.88049, 0.44959, 4.63375)  0.4580
H (0.22395, -2.15213, 2.28645)  -0.7046
H (0.76680, -1.97857, 3.96550)  0.6586
H (1.61714, -3.07605, 2.87617)  0.3780
H (4.82990, -0.75349, 2.63266)  0.3211
H (4.17265, -2.34352, 2.20405)  0.2782
H (4.05808, -1.75818, 3.85476)  0.4396
H (-1.85331, -2.01898, -2.85425)  0.1068
H (-0.58826, -3.25577, -2.97090)  0.1823
H (-0.89301, -2.16803, -4.33192)  0.6265
H (-0.79693, 1.03483, -3.41931)  -0.1036
H (0.20343, 0.29376, -4.67036)  0.6512
H (0.94824, 1.31264, -3.43591)  -0.0429
H (2.47431, -2.46955, -2.42821)  -0.2855
H (2.86613, -0.85129, -3.03615)  0.0600
H (2.07598, -2.02838, -4.07990)  0.5974
C (-4.16680, 2.73955, 0.81162)  -0.6805
Ge (-2.95121, 3.33555, -0.60036)  0.7276
C (-2.57418, 5.23496, -0.45447)  -1.0506
C (-3.65544, 2.80407, -2.35095)  -1.1737
Ge (-0.31132, 2.02670, -0.38638)  -0.4078
C (0.37059, 3.24002, -1.80067)  0.3345
C (1.74726, 3.46710, -1.78344)  0.4189
C (2.35488, 4.27537, -2.73604)  -1.0205
C (1.59732, 4.86522, -3.73464)  -0.7593
C (0.23128, 4.62965, -3.78015)  -0.9655
C (-0.36986, 3.82309, -2.82559)  0.5465
C (0.00762, 3.01223, 1.30546)  0.6696
C (-0.98090, 3.30592, 2.24193)  0.9953
C (-0.69808, 4.04383, 3.38428)  -0.8543
C (0.59375, 4.48931, 3.62510)  -0.7451
C (1.59534, 4.18847, 2.71527)  -0.8495
C (1.30376, 3.46242, 1.56792)  0.1294
H (-5.17662, 2.86850, 0.41196)  0.4447
H (-4.07043, 3.36252, 1.69886)  0.5480
H (-4.02682, 1.69820, 1.09342)  -0.1815
H (-3.53590, 5.74468, -0.56367)  0.4951
H (-1.90098, 5.57418, -1.23794)  0.3664
H (-2.15133, 5.48269, 0.51710)  0.3231
H (-4.71815, 2.59005, -2.22121)  0.4713
H (-3.16848, 1.92160, -2.76184)  0.2213
H (-3.55742, 3.62705, -3.05747)  0.5912
H (2.37507, 2.99891, -1.03545)  -0.4218
H (3.42350, 4.44370, -2.69947)  0.4669
H (2.06817, 5.49695, -4.47554)  0.4162
H (-0.36947, 5.07313, -4.56368)  0.4882
H (-1.43023, 3.64182, -2.91279)  0.0774
H (-1.99601, 2.96233, 2.09208)  -0.2538
H (-1.49099, 4.27603, 4.08496)  0.4906
H (0.81613, 5.06922, 4.51069)  0.4165
H (2.60812, 4.52804, 2.89102)  0.5222
H (2.11564, 3.25688, 0.88303)  0.0392
C (2.51527, -5.52013, 0.52135)  -0.7512
C (2.81821, -4.32849, -0.36276)  -0.3951
N (1.72495, -3.38560, -0.22224)  1.1167
C (0.41859, -3.74078, -0.17597)  -0.5275
N (-0.50124, -2.79390, -0.22496)  1.8190
C (-1.88210, -3.23989, -0.05564)  -0.8175
C (-2.14771, -4.57722, -0.72106)  -0.5275
C (-1.20788, -5.59467, -0.12137)  -0.9404
N (0.15026, -5.06214, -0.05865)  0.2832
C (1.18255, -6.09340, 0.08962)  -0.8252
H (2.47121, -5.19644, 1.56336)  0.2645
H (3.28717, -6.28332, 0.43590)  0.4440
H (2.93655, -4.65076, -1.40420)  0.3456
H (3.73874, -3.82686, -0.06666)  0.0245
H (1.88738, -2.39975, -0.34788)  -1.4861
H (-2.53579, -2.47457, -0.46359)  -0.4451
H (-2.10977, -3.33620, 1.01368)  -0.0125
H (-1.99184, -4.49791, -1.79749)  0.1645
H (-3.17935, -4.88922, -0.55694)  0.4623
H (-1.17977, -6.50815, -0.71855)  0.4953
H (-1.53030, -5.87457, 0.88669)  0.3663
H (1.28937, -6.62266, -0.86279)  0.3700
H (0.81708, -6.81560, 0.82183)  0.4344
C (-1.44974, 0.22533, 4.46875)  -1.0385
S (-2.06068, 0.17811, 2.79039)  0.7838
C (-2.95120, -1.36943, 2.92188)  -0.8786
O (-0.85249, -0.08205, 1.92744)  -1.2707
H (-2.30048, 0.28815, 5.14766)  0.5257
H (-0.82792, 1.11122, 4.56806)  0.2057
H (-0.86776, -0.67587, 4.65676)  0.2686
H (-3.81705, -1.22449, 3.56807)  0.6090
H (-2.30192, -2.15093, 3.31466)  0.4955
H (-3.27712, -1.62245, 1.91529)  -0.2668
C (-5.91644, -0.49128, 0.42799)  -0.6966
N (-5.19271, -0.35359, -0.83409)  0.3246
C (-5.96594, -0.16328, -2.06170)  -1.0345
C (-3.88700, -0.24758, -0.84459)  -0.5005
N (-2.72916, -0.16329, -0.88111)  -0.2398
H (-6.68716, -1.25251, 0.31398)  0.3488
H (-6.38491, 0.45152, 0.71582)  0.3057
H (-5.22820, -0.80493, 1.20988)  0.0989
H (-6.66202, -0.99298, -2.17887)  0.3578
H (-5.29409, -0.14024, -2.91537)  0.3396
H (-6.52921, 0.77046, -2.01868)  0.3461

Forces on atoms 1 to 6 (eV/Å):
-0.4 0.4 -0.1
0.0 0.0 0.0
-0.1 0.1 0.0
0.0 0.0 0.0
0.0 0.0 0.0
0.4 -0.2 0.3

Values from the calculation:
Highest occupied orbital energy (spin up / spin down)   -11.166 / -13.107 eV
Kohn-Sham gap (spin up / spin down)   6.466 / 6.091 eV
Net charge   +2
ΔE to the lowest compared entry with this formula, charge and spin   45.1 kcal/mol
Strongest force on any atom   0.60 eV/Å
Calculated total energy   -259788.87725 eV
Multiplicity   4



DFT (ωB97M-V/def2-TZVPD) results for 2 unconnected molecules or ions with the total composition C7H11N2O2 in a non-equilibrium geometry.

Each line ends with the Mulliken charge.
Positions of all 22 atoms, in Å:
C (0.29602, 4.94414, -0.66042)  -0.1618
C (0.55181, 3.59070, -0.51821)  -0.4802
C (-1.03917, 5.02444, -1.06526)  -0.1962
C (-0.64725, 2.92713, -0.87629)  0.5321
C (-1.04911, 1.55068, -0.99481)  -0.1997
C (0.55645, -3.74359, 0.84893)  -1.0543
C (0.19465, -2.33035, 0.46610)  0.5618
N (0.86066, -1.25804, 0.91569)  -0.2500
N (-0.85576, -2.22350, -0.27949)  -0.2376
O (-0.50995, 0.51840, -0.57905)  -0.7208
O (-1.57466, 3.83348, -1.24324)  -0.2883
H (0.99243, 5.85451, -0.52032)  0.3441
H (1.53318, 3.14923, -0.17688)  0.3675
H (-1.72158, 5.89567, -1.29906)  0.4021
H (-0.04033, -4.40381, 0.29201)  0.3268
H (0.43289, -3.92154, 1.94944)  0.3070
H (1.59713, -3.79188, 0.64438)  0.3419
H (1.82823, -1.30449, 1.22805)  0.2343
H (-2.10382, 1.49680, -1.34962)  0.3005
H (0.45847, -0.32981, 0.84630)  0.2640
H (-1.61969, -2.92656, -0.20288)  0.2825
H (-1.13263, -1.24485, -0.55240)  0.3242

Forces on atoms 1 to 6 (eV/Å):
1.3 1.0 0.3
3.1 1.2 1.1
-0.5 3.9 -0.5
-0.4 -2.7 -0.4
-2.5 2.1 -0.4
0.3 1.9 1.9

Values from the calculation:
Highest occupied orbital energy (spin up / spin down)   -9.497 / -13.458 eV
Kohn-Sham gap (spin up / spin down)   6.962 / 7.407 eV
Net charge   +1
ΔE to the lowest compared entry with this formula, charge and spin   0.0 kcal/mol
Strongest force on any atom   3.98 eV/Å
Calculated total energy   -14503.02273 eV
Multiplicity   3



DFT (ωB97M-V/def2-TZVPD) results for a single C4H9NO molecule in a non-equilibrium geometry.

Each line ends with the Mulliken charge.
Positions of all 15 atoms, in Å:
H (-0.36406, -2.35255, -1.03918)  0.2591
N (-0.95734, -1.88818, -0.42163)  -0.6942
C (-0.77377, -0.65794, -0.24788)  0.6747
C (-1.80264, 0.03206, 0.47229)  -1.0887
C (0.38382, 0.11356, -0.82803)  -0.7655
C (1.47826, 0.37243, 0.28392)  -0.1729
O (2.25314, -0.78375, 0.34337)  -0.5104
H (-1.43114, 1.07882, 0.62827)  0.2802
H (-1.86727, -0.37271, 1.57750)  0.2294
H (-2.73106, 0.02451, 0.05394)  0.3586
H (0.81745, -0.65514, -1.58474)  0.2931
H (0.06941, 1.08422, -1.33142)  0.3280
H (2.10230, 1.19200, -0.11976)  0.2546
H (1.05727, 0.78010, 1.25202)  0.2490
H (1.81584, -1.57857, 0.37522)  0.3048

Forces on atoms 1 to 6 (eV/Å):
1.7 -0.7 -1.2
-1.6 -0.5 1.1
0.7 -0.6 -1.6
2.2 2.2 5.4
0.4 -0.4 -0.7
-1.1 0.6 -1.6

Values from the calculation:
Highest occupied orbital energy   -9.689 eV
Kohn-Sham gap   10.627 eV
Net charge   0
ΔE to the lowest compared entry with this formula, charge and spin   54.0 kcal/mol
Strongest force on any atom   6.28 eV/Å
Calculated total energy   -7829.98034 eV
Multiplicity   1



What did the fifth record say?
DFT (ωB97M-V/def2-TZVPD) results for a single C4H9NO molecule in a non-equilibrium geometry.

Each line ends with the Mulliken charge.
Positions of all 15 atoms, in Å:
H (-0.36406, -2.35255, -1.03918)  0.2591
N (-0.95734, -1.88818, -0.42163)  -0.6942
C (-0.77377, -0.65794, -0.24788)  0.6747
C (-1.80264, 0.03206, 0.47229)  -1.0887
C (0.38382, 0.11356, -0.82803)  -0.7655
C (1.47826, 0.37243, 0.28392)  -0.1729
O (2.25314, -0.78375, 0.34337)  -0.5104
H (-1.43114, 1.07882, 0.62827)  0.2802
H (-1.86727, -0.37271, 1.57750)  0.2294
H (-2.73106, 0.02451, 0.05394)  0.3586
H (0.81745, -0.65514, -1.58474)  0.2931
H (0.06941, 1.08422, -1.33142)  0.3280
H (2.10230, 1.19200, -0.11976)  0.2546
H (1.05727, 0.78010, 1.25202)  0.2490
H (1.81584, -1.57857, 0.37522)  0.3048

Forces on atoms 1 to 6 (eV/Å):
1.7 -0.7 -1.2
-1.6 -0.5 1.1
0.7 -0.6 -1.6
2.2 2.2 5.4
0.4 -0.4 -0.7
-1.1 0.6 -1.6

Values from the calculation:
Highest occupied orbital energy   -9.689 eV
Kohn-Sham gap   10.627 eV
Net charge   0
ΔE to the lowest compared entry with this formula, charge and spin   54.0 kcal/mol
Strongest force on any atom   6.28 eV/Å
Calculated total energy   -7829.98034 eV
Multiplicity   1